# 1
DFT (the ωB97M-V functional and the def2-TZVPD basis) results for a molecular structure, C14H22BIrN9OS2 in a non-equilibrium geometry.

energy above the lowest of the compared OMol25 structures with the same formula, charge and spin: 50.11 kcal per mole
orbital gap (spin up / spin down): 7.3 / 4.8 eV
max |F|: 0.0248 Eh/bohr
multiplicity: 6
highest occupied orbital energy (spin up / spin down): -13.69 / -14.20 eV
charge: +2

Last column: natural (NBO) charge in e.
CARTESIAN COORDINATES (ANGSTROEM)
Ir (0.745153, -0.453594, 0.192528)  0.923
N (0.247347, -0.928381, 2.487749)  -0.837
C (0.684917, 0.045108, 3.512800)  -0.223
C (2.198539, 0.221890, 3.514608)  -0.430
C (2.722918, 1.117232, 2.400623)  -0.222
N (2.737947, 0.440657, 1.082964)  -0.850
H (-0.759134, -1.039609, 2.542896)  0.397
H (0.634636, -1.839050, 2.720611)  0.383
H (0.355773, -0.280885, 4.501670)  0.218
H (0.199971, 0.999697, 3.300990)  0.202
H (2.682395, -0.760693, 3.464628)  0.206
H (2.490504, 0.661913, 4.467492)  0.258
H (3.731498, 1.449330, 2.654268)  0.220
H (2.094609, 2.004724, 2.316008)  0.205
H (3.382321, -0.345077, 1.120982)  0.392
H (3.119274, 1.083081, 0.395000)  0.407
C (-4.443368, 1.428639, 1.032414)  -0.418
N (-3.380234, 1.995076, 0.211245)  -0.276
C (-3.348583, 3.256786, -0.284399)  0.011
C (-2.156037, 3.401807, -0.949739)  0.033
N (-1.471612, 2.234457, -0.858075)  -0.449
B (-0.102326, 1.899825, -1.495962)  0.299
N (-0.368801, 1.038849, -2.759359)  -0.493
C (-1.147801, 1.455786, -3.810555)  -0.045
C (-1.131534, 0.486549, -4.760971)  -0.037
N (-0.343440, -0.523742, -4.285220)  -0.303
C (-0.018955, -1.750433, -4.998131)  -0.416
C (0.118281, -0.177524, -3.063339)  0.242
S (1.153390, -1.179234, -2.136608)  -0.073
C (-2.217482, 1.374273, -0.130334)  0.178
S (-1.839283, -0.226534, 0.287689)  0.142
H (-4.122382, 1.372167, 2.071159)  0.237
H (-4.696414, 0.431338, 0.682577)  0.247
H (-5.320070, 2.065546, 0.966485)  0.248
H (-4.151295, 3.959312, -0.134918)  0.267
H (-1.760121, 4.257855, -1.470328)  0.265
H (0.519184, 1.213606, -0.653516)  -0.117
H (0.511332, 2.884460, -1.753662)  0.007
H (-1.650910, 2.406872, -3.817787)  0.239
H (-1.613253, 0.449200, -5.722647)  0.257
H (-0.730978, -1.883862, -5.807068)  0.239
H (-0.071993, -2.602942, -4.326131)  0.239
H (0.985326, -1.694292, -5.415804)  0.236
O (1.741717, -2.544823, 0.355543)  -0.251
N (2.477204, -3.096084, 1.172984)  0.156
C (2.345067, -4.198746, 1.807746)  -0.012
C (3.393959, -4.609081, 2.692497)  0.192
N (4.238556, -4.923753, 3.402643)  -0.132
C (1.160362, -5.000344, 1.693131)  0.185
N (0.173825, -5.577351, 1.582624)  -0.145

Cartesian forces (eV/Å) of the 3 atoms listed first:
Ir -0.366 0.360 -0.994
N 0.079 0.003 -0.315
C 0.169 0.062 0.144

# 2
DFT (the ωB97M-V functional and the def2-TZVPD basis) results for a molecular structure, C10H17N2O4ReS5.

orbital gap (spin up / spin down): 8.7 / 7.6 eV
max |F|: 0.0147 Eh/bohr
multiplicity: 2
highest occupied orbital energy (spin up / spin down): -19.06 / -18.98 eV
charge: +3

Last column: natural (NBO) charge in e.
CARTESIAN COORDINATES (ANGSTROEM)
Re (0.087809, -0.981012, 0.749818)  0.798
C (-0.775024, -0.487077, 3.922308)  -0.538
C (-0.958275, 0.928517, 3.416718)  -0.530
S (-0.146102, 1.197289, 1.791240)  0.472
C (-1.488983, 1.984888, 0.843930)  -0.541
C (-2.668894, 1.071937, 0.570838)  -0.545
S (-2.154983, -0.548714, -0.133415)  0.482
C (-3.169363, -1.720155, 0.827713)  -0.537
C (-2.938439, -1.631942, 2.323101)  -0.544
S (-1.158056, -1.763295, 2.688206)  0.516
H (-1.386993, -0.679705, 4.805521)  0.297
H (0.261633, -0.700658, 4.190263)  0.282
H (-0.518846, 1.639308, 4.116599)  0.297
H (-2.009996, 1.184884, 3.297399)  0.242
H (-1.017355, 2.334136, -0.075103)  0.249
H (-1.806974, 2.874834, 1.389461)  0.291
H (-3.341273, 1.526209, -0.157097)  0.289
H (-3.244527, 0.883715, 1.474168)  0.241
H (-2.901163, -2.701559, 0.431157)  0.280
H (-4.215549, -1.539635, 0.575181)  0.294
H (-3.423702, -2.470053, 2.824871)  0.302
H (-3.322903, -0.713849, 2.763432)  0.245
O (1.703526, -0.626593, -0.539888)  -0.486
C (0.697844, -0.047518, -0.966631)  0.172
S (0.514542, 0.983611, -2.312291)  0.498
C (2.095770, 0.956531, -3.143266)  -0.023
N (2.185287, 1.653853, -4.235760)  -0.468
C (3.479705, 1.611047, -4.949093)  -0.236
C (4.437941, 0.773691, -4.086505)  -0.528
S (3.483653, 0.114231, -2.660725)  0.526
H (1.414492, 2.189134, -4.623520)  0.456
H (3.835701, 2.631794, -5.077339)  0.265
H (3.313926, 1.166449, -5.929538)  0.262
H (5.256227, 1.360621, -3.676970)  0.278
H (4.840187, -0.081595, -4.623530)  0.283
O (1.903752, -4.157682, 1.150845)  -0.119
N (1.305573, -3.172320, 1.054621)  0.706
O (0.301298, -2.967363, 0.230337)  -0.467
O (1.528531, -2.075935, 1.752932)  -0.460

Cartesian forces (eV/Å) of the 3 atoms listed first:
Re 0.112 0.553 -0.500
C 0.034 0.011 -0.051
C -0.008 -0.039 -0.006

# 3
DFT (the ωB97M-V functional and the def2-TZVPD basis) results for a single C2H6N2O2 molecule in a non-equilibrium geometry.

energy above the lowest of the compared OMol25 structures with the same formula, charge and spin: 98.57 kcal per mole
orbital gap: 9.9 eV
max |F|: 0.0845 Eh/bohr
multiplicity: 1
SMILES string: [H]/N=C(/CO)NO
highest occupied orbital energy: -9.63 eV

Last column: natural (NBO) charge in e.
CARTESIAN COORDINATES (ANGSTROEM)
H (-1.474991, 1.278472, 1.841360)  0.334
N (-0.615054, 0.730001, 1.839990)  -0.658
C (-0.268496, 0.301938, 0.666069)  0.398
C (1.152916, -0.283039, 0.472928)  -0.124
O (1.100227, -1.555994, -0.206179)  -0.763
N (-0.938275, 0.534568, -0.597953)  -0.352
O (-0.476310, -0.409984, -1.619141)  -0.573
H (1.549084, 0.489520, -0.212691)  0.154
H (1.533049, -0.292845, 1.468159)  0.216
H (0.255847, -1.392121, -0.913372)  0.485
H (-1.963328, 0.404074, -0.483031)  0.374
H (0.145332, 0.195410, -2.256140)  0.509

Cartesian forces (eV/Å) of the 3 atoms listed first:
H -0.206 -0.180 -0.111
N 0.311 -0.523 -2.288
C 0.677 0.493 1.075

# 4
DFT (the ωB97M-V functional and the def2-TZVPD basis) results for a molecular structure, FH2N in a non-equilibrium geometry.

energy above the lowest of the compared OMol25 structures with the same formula, charge and spin: 0.00 kcal per mole
orbital gap (spin up / spin down): 9.6 / 9.7 eV
max |F|: 0.0770 Eh/bohr
multiplicity: 3
highest occupied orbital energy (spin up / spin down): -8.49 / -12.32 eV

Last column: natural (NBO) charge in e.
CARTESIAN COORDINATES (ANGSTROEM)
N (0.286145, -0.455643, 0.108132)  -0.306
F (1.856791, -0.000666, -0.109777)  -0.372
H (-0.125158, 0.120800, 0.819335)  0.337
H (-0.005235, -0.151537, -0.817400)  0.341

Cartesian forces (eV/Å) of the 3 atoms listed first:
N -3.390 0.820 -0.627
F 3.892 0.667 -0.295
H -0.289 -0.489 1.045

# 5
DFT (the ωB97M-V functional and the def2-TZVPD basis) results for a molecular structure, C12H35BrNaO15P2S2 in a non-equilibrium geometry.

energy above the lowest of the compared OMol25 structures with the same formula, charge and spin: 0.00 kcal per mole
orbital gap: 4.8 eV
max |F|: 0.0384 Eh/bohr
multiplicity: 1
highest occupied orbital energy: -2.61 eV
charge: -1

Last column: natural (NBO) charge in e.
CARTESIAN COORDINATES (ANGSTROEM)
Na (-0.675254, -1.331759, 0.388817)  0.914
Br (-3.294051, -1.515421, -1.010934)  -0.918
O (-1.726821, -3.081341, 1.695742)  -1.352
H (-1.134087, -2.804732, 2.407989)  0.380
O (1.460647, -0.940046, 1.902539)  -0.924
S (2.239435, -0.193221, 2.850489)  2.371
O (3.083059, -0.802284, 3.837446)  -0.915
O (3.213645, 0.770355, 1.966491)  -0.724
C (2.621757, 1.466044, 0.872446)  -0.094
C (3.732958, 1.802697, -0.106180)  -0.615
C (1.173007, 1.037049, 3.620395)  -0.883
H (2.090790, 2.367911, 1.191669)  0.174
H (1.853916, 0.878104, 0.356412)  0.228
H (3.341759, 2.454220, -0.888531)  0.216
H (4.256409, 0.944937, -0.513518)  0.213
H (4.419438, 2.437257, 0.466729)  0.199
H (0.679298, 1.624941, 2.856171)  0.259
H (1.791690, 1.667241, 4.261863)  0.233
H (0.498624, 0.521549, 4.300993)  0.264
O (-1.976825, 2.982946, 1.746121)  -0.959
S (-2.359461, 1.656022, 2.159294)  2.368
O (-1.503221, 0.525287, 2.073880)  -0.908
O (-2.775944, 1.774776, 3.720381)  -0.713
C (-3.698956, 2.794558, 4.053301)  -0.080
C (-3.725667, 3.159493, 5.526029)  -0.619
C (-3.906714, 1.200044, 1.330321)  -0.888
H (-4.710310, 2.479748, 3.774441)  0.169
H (-3.498339, 3.709622, 3.489819)  0.194
H (-3.985496, 2.275135, 6.110876)  0.215
H (-4.526756, 3.876600, 5.710360)  0.211
H (-2.802012, 3.636620, 5.850495)  0.210
H (-3.557220, 0.817849, 0.369824)  0.310
H (-4.605606, 2.030632, 1.307511)  0.220
H (-4.326220, 0.397370, 1.934781)  0.263
C (4.241924, -2.455922, -0.999375)  -0.252
O (3.439013, -3.081325, -2.002143)  -0.814
P (1.879956, -3.266600, -1.704298)  2.590
O (1.193037, -2.113027, -1.141457)  -1.103
O (1.318597, -3.844840, -3.069864)  -0.817
C (-0.102763, -3.969258, -3.147537)  -0.277
O (1.829104, -4.531188, -0.710047)  -0.812
C (1.922255, -5.883583, -1.107282)  -0.247
H (3.592002, -2.023256, -0.239329)  0.215
H (4.883112, -1.703732, -1.459094)  0.180
H (4.930763, -3.179842, -0.561256)  0.180
H (-0.439447, -4.164555, -4.169494)  0.186
H (-0.660364, -3.126377, -2.745179)  0.238
H (-0.398084, -4.908084, -2.664800)  0.186
H (0.971511, -6.359743, -0.861189)  0.197
H (2.748325, -6.357646, -0.578465)  0.180
H (2.080361, -6.042183, -2.177505)  0.179
C (-2.813867, 2.045808, -2.385612)  -0.286
O (-1.465679, 2.499372, -2.485698)  -0.831
P (-0.270675, 1.489919, -2.178421)  2.606
O (-0.551395, 0.647306, -1.010819)  -1.114
O (-0.006465, 0.688469, -3.540307)  -0.832
C (-0.897068, -0.371496, -3.900191)  -0.281
O (1.022863, 2.389215, -2.064727)  -0.818
C (1.577968, 3.152299, -3.122062)  -0.245
H (-2.943412, 0.977915, -2.173481)  0.250
H (-3.310956, 2.195486, -3.348080)  0.172
H (-3.334098, 2.598290, -1.605794)  0.183
H (-1.582040, -0.688653, -3.112101)  0.254
H (-0.285927, -1.202493, -4.266615)  0.182
H (-1.415387, -0.072938, -4.820598)  0.168
H (2.613242, 2.870724, -3.316846)  0.185
H (1.509200, 4.211213, -2.881140)  0.185
H (1.056924, 2.960497, -4.063671)  0.195

Cartesian forces (eV/Å) of the 3 atoms listed first:
Na -0.564 -0.615 0.157
Br -0.061 0.287 -0.550
O 0.637 0.566 -0.162

# 6
DFT (the ωB97M-V functional and the def2-TZVPD basis) results for 2 unconnected molecules or ions with the total composition C2H4N3OS in a non-equilibrium geometry.

energy above the lowest of the compared OMol25 structures with the same formula, charge and spin: 14.12 kcal per mole
orbital gap: 8.1 eV
max |F|: 0.0736 Eh/bohr
multiplicity: 1
highest occupied orbital energy: -14.72 eV
charge: +1

Last column: natural (NBO) charge in e.
CARTESIAN COORDINATES (ANGSTROEM)
C (0.140033, 0.759250, 0.317732)  -0.175
C (0.402901, -0.085609, 1.571143)  0.392
N (-1.751371, -0.475064, -1.072542)  -0.129
N (-2.771709, -0.903600, -1.112373)  0.126
N (0.801910, 0.005266, -0.784179)  -0.793
O (1.153689, -0.997082, 1.398902)  -0.464
S (-0.734660, 2.041420, 0.142244)  0.417
H (-0.259830, 0.136941, 2.477563)  0.215
H (1.011072, -0.902069, -0.177214)  0.480
H (1.735484, 0.293927, -1.103933)  0.456
H (0.272476, 0.126615, -1.657344)  0.475

Cartesian forces (eV/Å) of the 3 atoms listed first:
C 0.926 -0.232 0.242
C -1.951 1.273 0.114
N -3.353 -1.670 -0.536